Entry from the OMol25 dataset: C28H19Cl2N8O4RhS as an isolated structure (the ωB97M-V functional and the def2-TZVPD basis).

```
63
Properties=species:S:1:pos:R:3
Rh 0.7004 0.5090 -0.4741
Cl 6.8284 3.9047 0.0512
C 5.1587 3.4950 0.2017
C 4.6735 2.4232 -0.5160
C 3.3272 2.0579 -0.4008
N 2.6981 1.0150 -1.0151
C 3.3076 0.1871 -1.9079
O 4.4794 -0.1345 -1.9533
C 2.3279 -0.2362 -2.9631
C 2.7634 -0.6571 -4.2024
C 1.8172 -0.9145 -5.1834
C 0.4779 -0.7610 -4.8721
C 0.1225 -0.3519 -3.5944
N 1.0383 -0.0802 -2.6638
C 2.4684 2.8413 0.4014
C 2.9911 3.8952 1.1740
C 4.3160 4.2258 1.0653
Cl 4.9246 5.5539 1.9906
N 1.1711 2.4776 0.3920
C 0.3956 2.6606 1.5416
O -0.3423 3.5644 1.8093
C 0.6686 1.4507 2.4054
C 1.0938 1.5669 3.7145
C 1.5585 0.4305 4.3551
C 1.5445 -0.7785 3.6782
C 1.0792 -0.8124 2.3751
N 0.6721 0.2872 1.7399
H 5.3384 1.8326 -1.1268
H 3.8267 -0.7591 -4.3718
H 2.1243 -1.2220 -6.1744
H -0.3009 -0.9455 -5.5994
H -0.9175 -0.2356 -3.3156
H 2.3365 4.4769 1.8110
H 1.0702 2.5316 4.2037
H 1.9319 0.4904 5.3692
H 1.8938 -1.6878 4.1473
H 1.0168 -1.7357 1.8178
N -6.7107 -1.5618 2.6750
C -5.7390 -1.0894 1.8138
C -4.8254 -0.1202 2.2418
C -3.8596 0.3593 1.3804
C -3.8037 -0.1151 0.0761
C -4.7161 -1.0622 -0.3728
C -5.6838 -1.5390 0.4901
S -2.5177 0.4203 -0.9873
O -2.2179 1.7966 -0.7194
O -2.8777 0.0300 -2.3282
N -1.1953 -0.3954 -0.4708
C -0.9334 -1.7195 -0.6622
N 0.3893 -2.0005 -0.5335
C 0.7601 -3.2666 -0.6493
C -0.1510 -4.2762 -0.9076
C -1.4750 -3.8811 -1.0416
N -1.8834 -2.6217 -0.9204
H -6.5779 -1.4123 3.6582
H -7.1807 -2.4132 2.4296
H -4.8867 0.2592 3.2562
H -3.1531 1.1144 1.7061
H -4.6519 -1.4109 -1.3938
H -6.4096 -2.2677 0.1453
H 1.8205 -3.4750 -0.5374
H 0.1503 -5.3098 -1.0047
H -2.2528 -4.6078 -1.2534
```

- LUMO (alpha / beta): -1.6518 / -1.6612 eV

=====

Entry from the OMol25 dataset: C12H24CrF4N2O20S4 as an isolated structure (the ωB97M-V functional and the def2-TZVPD basis).

```
67
Properties=species:S:1:pos:R:3
Cr -0.5406 0.5869 0.0035
N -0.5291 2.5055 0.0198
S -1.4305 3.6325 0.7638
O -2.5912 4.1498 0.1034
O -0.7654 4.4167 1.8237
F -2.1440 2.5948 1.6872
S 0.3085 3.8092 -0.8818
O 1.2868 4.6019 -0.1373
O -0.4581 4.4157 -1.9841
F 1.3720 2.7844 -1.6651
N -2.4827 0.2588 -0.0288
S -3.3881 -0.8601 0.8945
O -3.4962 -2.1068 0.1908
O -4.3781 -0.3895 1.8804
F -2.2102 -1.2424 1.9395
S -3.7958 0.7158 -0.7178
O -4.5374 1.6940 0.0447
O -4.4538 -0.1674 -1.6766
F -3.0484 1.7214 -1.7127
C -1.7505 1.3170 5.1588
O -1.5044 1.1091 3.7725
C -0.3214 0.5511 3.2699
O -0.1375 0.5733 2.0420
O 0.4314 -0.0711 4.1595
C 1.3436 -1.0954 3.7301
H -2.3165 2.1754 5.5205
H -0.7632 1.5212 5.5732
H -1.8936 0.4956 5.8609
H 1.2927 -2.0168 4.3103
H 2.3257 -0.6327 3.6321
H 1.1619 -1.4397 2.7120
C 1.1343 1.1209 -4.2667
O -0.2365 0.7787 -4.3568
C -0.8865 0.3271 -3.2627
O -0.4539 0.4723 -2.1152
O -1.9587 -0.3694 -3.6068
C -2.2515 -0.7224 -5.0107
H 1.3806 2.0581 -3.7676
H 1.4908 1.1111 -5.2968
H 1.7349 0.4126 -3.6961
H -1.4202 -1.3181 -5.3877
H -2.2531 0.2089 -5.5771
H -3.1060 -1.3931 -5.1011
C 4.3753 2.0236 1.4153
O 3.0509 1.7171 0.9350
C 2.7504 0.7639 0.0787
O 1.5154 0.5109 -0.0957
O 3.8571 0.1000 -0.3930
C 3.7477 -1.1253 -1.0007
H 4.1388 2.9948 1.8500
H 5.1293 2.1511 0.6385
H 4.6314 1.3353 2.2208
H 4.3778 -1.1597 -1.8894
H 2.7259 -1.3550 -1.3029
H 4.0651 -2.0037 -0.4388
C -0.8098 -3.8811 1.7088
O -0.0182 -3.7940 0.5152
C 0.0555 -2.6776 -0.2316
O -0.2802 -1.5368 0.1688
O 0.4466 -2.9822 -1.5002
C 1.2164 -4.1593 -1.8516
H -0.4627 -3.2949 2.5597
H -0.7315 -4.8023 2.2863
H -1.8164 -3.6645 1.3512
H 1.9939 -4.3932 -1.1244
H 1.7242 -4.0391 -2.8086
H 0.5572 -5.0233 -1.9346
```

- <S²>: 3.767
- Spin multiplicity: 4
- Charge: +1
- LUMO (alpha / beta): -5.2138 / -4.3524 eV

=====

Entry from the OMol25 dataset: a 7-piece molecular cluster, C41H86BNO17PS6 overall (the ωB97M-V functional and the def2-TZVPD basis).

```
153
Properties=species:S:1:pos:R:3
C -6.4769 -1.5408 2.3499
C -5.5796 -0.4918 3.1185
C -4.9115 0.5791 2.1594
C -3.7156 1.2222 2.9436
O -3.8072 2.5787 3.3407
B -2.5037 2.7392 4.0736
O -1.5481 1.7922 3.4179
C -2.2484 1.1687 2.3205
C -1.8132 -0.3487 2.4766
C -1.0485 -0.9839 1.2585
C -1.9777 -1.8710 0.3213
C -1.2370 -3.1133 -0.2714
C -1.2211 -4.3794 0.6590
N -2.2874 -4.3936 1.6843
C -1.9785 1.9277 0.9877
C -0.8002 2.9607 1.0186
C 0.6250 2.2862 0.7653
P 1.5588 1.9380 2.3294
O 1.3010 3.0955 3.2840
O 3.2228 1.8775 2.1027
C 3.5853 0.6423 1.4733
C 4.7640 -0.1098 2.1886
O 1.1153 0.5014 3.0474
C 1.2099 0.5749 4.4781
C 0.9654 -0.8690 5.0500
H -6.2947 -1.5837 1.2576
H -7.5451 -1.3298 2.6024
H -6.2743 -2.5472 2.7972
H -6.2056 0.0506 3.8605
H -4.7661 -1.0595 3.6258
H -5.7065 1.2970 1.8673
H -4.4877 0.0880 1.2463
H -3.5813 0.6880 3.9252
H -2.2407 3.9133 3.9825
H -2.7517 2.4223 5.2273
H -2.7083 -0.9933 2.6689
H -1.1717 -0.4263 3.3720
H -0.2976 -1.7033 1.6849
H -0.4669 -0.2668 0.6455
H -2.9069 -2.1041 0.8807
H -2.2623 -1.2087 -0.5390
H -0.1682 -2.8662 -0.4948
H -1.6930 -3.3634 -1.2607
H -0.2391 -4.3803 1.1938
H -1.2688 -5.3438 0.0854
H -3.2071 -4.2224 1.2833
H -2.3285 -5.3534 2.0265
H -2.9058 2.5279 0.7768
H -1.8250 1.2779 0.0973
H -0.7826 3.6267 1.9022
H -0.9536 3.6267 0.1343
H 0.5453 1.4283 0.0649
H 1.2216 3.0619 0.2235
H 3.9677 0.8736 0.4456
H 2.7297 -0.0569 1.3288
H 5.4597 0.6389 2.6398
H 5.3446 -0.7038 1.4485
H 4.3957 -0.7704 3.0110
H 0.5455 1.3394 4.9272
H 2.2616 0.8425 4.7594
H 1.5506 -1.5551 4.3934
H -0.0996 -1.1797 4.9910
H 1.2669 -0.9440 6.1191
C -2.1299 7.0263 4.9431
C -0.7095 6.4596 4.9517
C 0.2401 7.6077 5.3125
S -0.7108 8.7475 6.3149
O -0.8530 9.9928 5.5927
O -0.2280 8.7079 7.6780
C -2.2538 7.8548 6.2167
H -2.8786 6.2349 4.9043
H -2.2677 7.6661 4.0663
H -0.6387 5.6708 5.7037
H -0.4471 6.0176 3.9913
H 1.0985 7.2587 5.8834
H 0.5773 8.1428 4.4250
H -3.0857 8.5569 6.1960
H -2.3235 7.2149 7.0971
C -3.0672 4.0517 -4.2254
C -3.8145 3.5320 -2.9931
C -3.1341 2.2310 -2.5593
S -1.4265 2.3600 -3.0868
O -1.1792 1.3569 -4.0994
O -0.5744 2.5010 -1.9276
C -1.5863 3.9478 -3.8861
H -3.3504 5.0763 -4.4691
H -3.2968 3.4228 -5.0903
H -3.7463 4.2687 -2.1880
H -4.8734 3.3714 -3.2001
H -3.1672 2.0983 -1.4798
H -3.5732 1.3643 -3.0534
H -0.9417 3.9887 -4.7611
H -1.2922 4.7129 -3.1659
C 1.9596 5.9574 -8.7327
C 2.0976 4.4643 -9.0459
C 1.6581 3.6913 -7.7984
S 0.4770 4.7386 -6.9517
O 1.0388 5.1349 -5.6832
O -0.8407 4.1560 -7.0577
C 0.5923 6.1188 -8.0788
H 2.0483 6.5698 -9.6305
H 2.7453 6.2628 -8.0364
H 1.4474 4.2074 -9.8865
H 3.1176 4.2039 -9.3304
H 1.1808 2.7473 -8.0543
H 2.4935 3.5134 -7.1218
H 0.4839 7.0529 -7.5307
H -0.2096 6.0173 -8.8114
C 3.9731 -4.7341 -0.7092
C 5.3070 -5.4850 -0.8112
C 6.4263 -4.4686 -0.5492
S 5.7132 -3.2130 0.5103
O 5.6730 -1.9659 -0.2212
O 6.3038 -3.3120 1.8247
C 4.0687 -3.8944 0.5570
H 3.1272 -5.4159 -0.6729
H 3.8486 -4.0913 -1.5716
H 5.3399 -6.2740 -0.0543
H 5.4286 -5.9612 -1.7854
H 7.2791 -4.9215 -0.0466
H 6.7522 -3.9861 -1.4705
H 3.3360 -3.0895 0.5955
H 3.9895 -4.5180 1.4479
C 0.3884 -2.7581 -4.3868
C 1.3583 -2.5186 -5.5477
C 2.5886 -3.4000 -5.3073
S 2.0166 -4.8100 -4.3614
O 2.6301 -4.7652 -3.0519
O 2.0639 -5.9939 -5.1879
C 0.3209 -4.2709 -4.2096
H -0.5957 -2.3344 -4.5868
H 0.7780 -2.2918 -3.4779
H 0.8787 -2.8044 -6.4879
H 1.6375 -1.4679 -5.6293
H 3.0261 -3.7492 -6.2407
H 3.3427 -2.8817 -4.7150
H -0.0781 -4.5740 -3.2430
H -0.2485 -4.7376 -5.0144
C -0.1743 -7.6087 0.8680
C -0.5154 -7.4762 2.3551
C 0.7939 -7.6065 3.1399
S 2.0920 -7.0297 2.0478
O 2.9574 -8.1415 1.7310
O 2.6043 -5.7717 2.5406
C 1.0375 -6.7135 0.6402
H -1.0115 -7.3174 0.2328
H 0.0794 -8.6473 0.6379
H -0.9596 -6.4942 2.5403
H -1.2397 -8.2276 2.6719
H 0.7869 -6.9965 4.0414
H 1.0068 -8.6442 3.3949
H 1.5726 -6.9390 -0.2804
H 0.7577 -5.6587 0.6646
```

- Charge: -1
- LUMO: 1.3338 eV